Entry from the Open Molecules 2025 dataset: a molecular structure, C40H27F15GeIrN3PS at a distorted geometry (ωB97M-V/def2-TZVPD).

ORCA input file:
```
! wB97M-V def2-TZVPD RIJCOSX def2/J DEFGRID3
* xyz 1 1
Ir 0.57 1.72 -0.27
N 0.99 2.11 -2.35
C 2.21 2.94 -2.38
C 3.28 2.19 -1.64
N 2.76 1.69 -0.35
C 3.40 2.09 0.91
C 2.40 2.79 1.79
N 1.18 1.96 1.80
H 1.14 1.22 -2.81
H 0.22 2.58 -2.82
H 1.98 3.88 -1.89
H 2.53 3.16 -3.40
H 4.16 2.82 -1.50
H 3.60 1.33 -2.24
H 2.75 0.66 -0.39
H 4.27 2.74 0.74
H 3.76 1.19 1.42
H 2.13 3.76 1.38
H 2.80 2.94 2.79
H 0.45 2.40 2.36
H 1.36 1.04 2.21
C -1.77 1.11 4.62
C -2.24 2.34 4.16
C -2.28 2.61 2.80
C -1.86 1.65 1.89
C -1.39 0.41 2.34
C -1.36 0.14 3.71
P -1.78 2.01 0.10
C -3.48 1.96 -0.49
C -3.77 2.50 -1.75
C -5.07 2.53 -2.21
C -6.09 2.01 -1.42
C -5.81 1.45 -0.19
C -4.50 1.41 0.28
C -1.33 3.73 0.01
C -2.08 4.90 0.03
C -1.41 6.11 -0.05
C -0.02 6.12 -0.15
C 0.71 4.94 -0.18
C 0.06 3.71 -0.12
H -1.74 0.90 5.68
H -2.58 3.08 4.87
H -2.63 3.57 2.45
H -1.05 -0.34 1.63
H -1.00 -0.81 4.06
H -2.97 2.91 -2.36
H -5.30 2.97 -3.17
H -7.11 2.04 -1.78
H -6.60 1.04 0.42
H -4.28 0.98 1.25
H -3.16 4.86 0.10
H -1.96 7.04 -0.04
H 0.50 7.07 -0.22
H 1.79 5.01 -0.28
F 1.56 -4.72 -3.09
C 2.66 -4.30 -2.47
C 2.58 -3.49 -1.34
C 3.78 -3.14 -0.75
F 3.77 -2.36 0.35
C 5.01 -3.54 -1.24
F 6.14 -3.16 -0.64
C 5.05 -4.32 -2.37
F 6.22 -4.71 -2.87
C 3.88 -4.71 -2.99
F 3.92 -5.46 -4.08
Ge 0.94 -2.83 -0.50
S 0.95 -0.69 -0.50
C 0.99 -3.69 1.26
C 0.99 -3.04 2.49
F 0.99 -1.70 2.56
C 0.99 -3.73 3.68
F 0.98 -3.07 4.84
C 0.99 -5.11 3.67
F 0.97 -5.78 4.81
C 1.00 -5.80 2.47
F 1.00 -7.12 2.46
C 1.01 -5.07 1.29
F 1.02 -5.74 0.13
C -0.64 -3.44 -1.50
C -1.68 -4.19 -0.99
F -1.65 -4.61 0.29
C -2.79 -4.52 -1.74
F -3.78 -5.24 -1.21
C -2.88 -4.07 -3.04
F -3.96 -4.35 -3.77
C -1.86 -3.31 -3.59
F -1.96 -2.87 -4.84
C -0.76 -3.01 -2.82
F 0.21 -2.27 -3.36
*
```

The HOMO energy comes out at -10.72 eV. Its relative energy (zero: lowest compared OMol25 entry of this formula, charge and spin) is 132.26 kJ/mol. For the orbital gap, the calculation gives 7.84 eV.